A cluster of 10 separate species, C48H100O12S4 in total, computed with ωB97M-V/def2-TZVPD.

Properties
<S²> ... 0.769
Gap between HOMO and LUMO (alpha / beta) ... 6.764 / 2.664 eV
E_HOMO (alpha / beta) ... -11.21 / -11.21 eV

```
! RIJCOSX wB97M-V def2-TZVPD def2/J DEFGRID3
* xyz 1 2
S 0.31234 -3.68169 4.61053
S -4.35994 3.49213 0.11315
S 0.55257 2.54427 3.39706
S -0.43178 -1.07652 0.14011
O -1.46755 -0.24601 0.83733
O 0.14435 -0.12699 -1.03462
O -5.21422 2.70725 -0.78096
O -3.65653 4.75133 -0.25803
O -0.34263 -4.85183 5.13330
O -0.52079 -2.46975 4.30304
O 1.53688 -3.18475 5.56086
O 1.92210 1.56029 3.33622
O 0.32523 3.09398 2.07594
O -5.28093 3.86568 1.49405
O 0.55114 3.32581 4.61313
O 0.67029 -1.74954 0.82298
C -5.91965 -3.63000 -1.56460
C -5.97622 -1.08273 2.72433
C -1.19423 -2.33857 -0.93973
C 4.04699 -2.20682 -4.87422
C 1.08945 0.82395 -0.64767
C -4.38460 -2.03357 -2.61857
C 3.98791 5.96902 -3.00576
C 1.76758 1.33560 -1.99355
C 2.05853 -3.22041 -5.87716
C -3.61939 -5.18296 2.64596
C -0.50331 5.06676 -1.59264
C 2.39381 -4.20244 6.07572
C -4.94217 -1.03807 -1.80927
C -0.77641 1.20156 3.58851
C 2.61331 -0.73871 3.81378
C -3.10767 2.48485 0.91406
C 1.19310 -4.07598 2.99751
C 4.12064 -2.74517 -0.77343
C -6.00131 -1.29896 -0.98372
C 2.18683 0.65038 4.41352
C -6.46743 -2.62412 -0.77532
C 3.01815 5.18007 -3.78765
C 3.99475 -2.81894 0.76496
C -6.32140 2.92476 1.90140
C -4.19993 -3.76514 2.35665
C -2.34400 3.26482 -4.55163
C -1.02604 4.99356 -3.07823
C 3.39711 -3.27318 -5.58231
C 6.72810 -0.68641 2.50269
C 1.86666 -1.10590 -4.79312
C -1.08628 3.49487 -3.60396
C -4.94513 -3.33665 -2.48146
C 2.83853 -3.08682 -1.45840
C 5.20123 -2.52240 1.57829
C -7.62257 3.76897 1.89124
C -7.07528 -1.03205 3.84371
C 3.77641 -4.05168 5.43894
C -4.03198 -2.79620 3.56385
C -2.53621 1.93988 -5.27618
C -2.50630 0.73030 -4.44442
C -4.53747 -1.36319 3.24614
C 5.86328 -1.11803 1.38365
C 3.26078 -1.11016 -4.53197
C 1.29363 -2.13929 -5.46126
C 5.48055 3.68592 -1.43938
C 5.91053 4.14663 -2.89340
C 6.28360 2.41121 -1.16754
C 5.49611 5.58207 -3.25667
H 3.20458 -2.20195 1.19280
H 3.61215 -0.29580 -3.91572
H 6.48441 -1.01492 0.49390
H 2.01970 5.61553 -3.82740
H 4.54340 -4.77506 5.71563
H -4.67584 -3.16462 4.36249
H -2.69774 3.11499 1.70334
H 1.16315 -0.41289 -4.35584
H 2.36364 0.51287 -2.38845
H 3.87216 7.01601 -3.28595
H 2.94981 -1.42880 4.58750
H 0.49399 4.70148 -1.34756
H 4.45586 3.32188 -1.36456
H -1.20707 2.78212 -2.78818
H -0.41826 -2.89799 -1.46224
H -1.69520 1.44433 3.05467
H 0.54087 -3.91382 2.13938
H -1.02842 1.10576 4.64464
H 5.07917 -2.24948 -4.55926
H -8.02757 -0.61147 3.52066
H 3.41172 5.09067 -4.80017
H -8.17972 3.67327 0.95929
H -1.52686 0.61746 -3.97958
H -3.24651 3.42425 -3.96157
H 3.94509 -4.16957 -5.83256
H -6.24099 -1.78944 1.93783
H -1.87925 -1.72162 -1.52130
H 5.08138 -0.37436 1.22975
H -7.28386 -2.83071 -0.09919
H -0.16065 3.22339 -4.11151
H -1.77932 -2.90039 -0.21162
H -2.44118 4.03392 -5.31788
H 4.87278 -2.66082 2.60837
H -4.23597 -5.59637 3.44409
H -6.28922 -4.64269 -1.49919
H -1.07622 4.43115 -0.91747
H 1.05169 1.70556 -2.72753
H 0.53001 1.64636 -0.20184
H 1.78314 0.44625 0.10348
H 2.05536 -5.21227 5.84382
H -6.73576 -0.53443 4.75212
H 1.32415 0.57997 5.07605
H -3.43108 1.89327 -5.89676
H 3.64477 -3.82652 0.98947
H 6.14382 -0.68156 3.42285
H -0.34020 5.58837 -3.68150
H -7.45776 4.83234 2.06493
H 5.50349 3.38803 -3.56195
H -3.55995 -1.78569 -3.27043
H 4.17759 -3.07352 5.70422
H -1.96076 5.50786 -3.30165
H -8.25633 3.41956 2.70633
H 6.00709 -3.23057 1.38540
H 3.63983 -4.02711 4.35780
H -0.65425 6.04987 -1.14676
H -6.38838 -0.45803 -0.42748
H -1.75963 1.78666 -6.02554
H -6.46969 2.00936 1.32856
H 6.96686 0.36670 2.35408
H -4.47207 -4.07951 -3.10657
H -3.87449 -1.02498 2.44979
H 7.70162 -1.16658 2.60163
H -2.54314 -5.10945 2.80211
H 6.24791 1.79142 -2.06347
H 3.09695 4.16762 -3.39163
H -6.12395 2.53139 2.89859
H 1.82416 -1.21509 3.23206
H 7.33932 2.65433 -1.04740
H 6.98596 4.13371 -3.07054
H 2.42798 2.16892 -1.75369
H 1.99125 -2.45442 -1.19326
H 1.42266 -5.14087 3.03522
H -2.37105 2.33574 0.12460
H 2.06901 -3.43420 2.90268
H 2.36596 -4.19105 7.16530
H -3.32878 0.73302 -3.72914
H 3.43944 -0.53524 3.13245
H -7.20159 -2.04258 4.23226
H -4.35931 -0.71650 4.10529
H -4.66904 0.00652 -1.83492
H -2.63345 -0.16515 -5.05277
H -5.89024 -0.10506 2.25014
H 6.06876 6.31830 -2.69264
H 1.57321 -3.98428 -6.46654
H 5.95493 1.86777 -0.28169
H 5.59426 4.41883 -0.64061
H -3.72715 -3.32445 1.47895
H 5.76004 5.79469 -4.29264
H -5.23405 -3.89227 2.03645
H -3.66620 -5.96718 1.89037
H 3.08283 -2.82493 -2.48789
H 3.00186 1.09120 4.98755
H 4.94218 -3.40689 -1.04782
H 4.41309 -1.81080 -1.25250
H -3.63043 1.62456 1.33205
H 0.25176 -2.13964 -5.74571
H -3.03531 -2.80373 4.00508
H 2.56048 -4.13367 -1.33639
H 3.77084 5.91970 -1.93872
H -0.42730 0.27970 3.12332
*
```